Computed, not measured: the molecule C3H8O in a non-equilibrium geometry, with wB97M-V/def2-TZVPD.

Atoms and positions in Å:
O: 0.47 0.76 -0.14
C: 1.79 0.31 -0.18
C: -0.32 -0.35 0.19
C: -1.78 0.07 0.00
H: -0.12 -0.66 1.23
H: -2.43 -0.81 0.01
H: 2.37 1.12 -0.63
H: 2.18 0.11 0.84
H: 0.13 -1.21 -0.44
H: -1.90 0.59 -0.96
H: -2.15 0.76 0.77
H: 1.74 -0.70 -0.70

Properties
Frontier orbital gap = 11.01 eV
SMILES = CCOC
Net charge = 0
Highest occupied orbital energy = -0.36099 Ha

Computed, not measured: a 3-piece molecular cluster, C3H8O overall, with wB97M-V/def2-TZVPD.

Atoms and positions in Å:
O: -1.69 1.39 -0.18
C: 1.49 0.73 -0.39
C: 1.25 -0.34 -1.14
C: -1.72 0.75 0.84
H: -2.67 0.35 1.26
H: 0.29 -0.48 -1.64
H: -0.36 -1.92 0.50
H: 0.72 1.50 -0.27
H: 2.44 0.89 0.10
H: -0.95 -2.26 0.79
H: 1.99 -1.12 -1.29
H: -0.80 0.52 1.42

Properties
Frontier orbital gap = 10.93 eV
SMILES = [H][H].C=C.C=O
Net charge = 0
Highest occupied orbital energy = -0.37123 Ha

Computed, not measured: C3H8O as an isolated structure, with wB97M-V/def2-TZVPD.

Atoms and positions in Å:
O: 1.87 -0.74 0.31
C: 0.85 0.76 -0.07
C: -0.21 0.03 -0.66
C: -1.53 -0.12 0.07
H: 0.75 1.17 0.94
H: 1.79 -0.97 1.26
H: 0.79 -0.94 -0.24
H: -2.06 -1.02 -0.24
H: -0.26 0.06 -1.74
H: -1.38 -0.19 1.16
H: 1.60 1.24 -0.68
H: -2.21 0.73 -0.10

Properties
Frontier orbital gap = 9.23 eV
Net charge = 0
Highest occupied orbital energy = -0.30177 Ha

Computed, not measured: C3H8O as an isolated structure in a non-equilibrium geometry, with wB97M-V/def2-TZVPD.

Atoms and positions in Å:
O: 2.26 -0.45 -0.19
C: 0.58 0.57 0.07
C: 0.15 -0.73 -0.14
C: -1.55 0.35 -0.07
H: 0.67 0.95 1.08
H: 0.06 -1.41 0.69
H: 0.71 1.25 -0.76
H: 0.10 -1.12 -1.15
H: -1.69 1.17 0.63
H: -2.15 -0.49 0.26
H: 2.65 -0.73 0.66
H: -1.78 0.63 -1.09

Properties
Frontier orbital gap = 8.81 eV
Net charge = 0
Highest occupied orbital energy = -0.29109 Ha

Computed, not measured: a 2-piece molecular cluster, C3H8O overall, with wB97M-V/def2-TZVPD.

Atoms and positions in Å:
O: -0.45 -1.71 -0.92
C: -0.28 0.61 1.53
C: -0.01 -0.85 -1.62
C: 0.67 1.44 0.64
H: 0.20 -0.34 1.74
H: 1.52 0.83 0.35
H: 0.24 1.77 -0.31
H: -1.23 0.37 1.05
H: -0.44 1.08 2.50
H: 1.08 -0.68 -1.69
H: -0.66 -0.19 -2.22
H: 1.04 2.30 1.19

Properties
Frontier orbital gap = 11.14 eV
SMILES = C=O.CC
Net charge = 0
Highest occupied orbital energy = -0.37686 Ha

Computed, not measured: a 2-piece molecular cluster, C3H8O2 overall in a non-equilibrium geometry, with wB97M-V/def2-TZVPD.

Atoms and positions in Å:
O: 3.12 0.56 -0.32
O: -0.18 1.11 -0.38
C: -0.67 0.02 0.14
C: -0.52 -1.15 -0.45
C: -1.89 0.40 1.01
H: 3.96 -0.06 -0.07
H: 0.69 1.00 -0.89
H: 2.80 -0.05 -0.98
H: -2.29 1.12 0.37
H: -1.62 0.95 1.98
H: 0.42 -1.59 -0.82
H: -1.44 -1.67 -0.68
H: -2.39 -0.64 1.10

Properties
Frontier orbital gap (spin up / spin down) = 3.16 / 8.29 eV
2S+1 = 2
Net charge = -1
Highest occupied orbital energy (spin up / spin down) = 0.02661 / -0.16712 Ha

Computed, not measured: a 2-piece molecular cluster, C3H8O2 overall in a non-equilibrium geometry, with wB97M-V/def2-TZVPD.

Atoms and positions in Å:
O: -1.25 0.49 0.80
O: -0.47 1.12 2.90
C: -0.29 1.12 1.53
C: 0.78 1.66 1.05
C: -0.58 -0.94 -1.92
H: -0.32 -0.25 -2.72
H: 0.10 -0.87 -1.12
H: -1.39 1.45 3.03
H: 0.78 1.76 -0.05
H: 1.51 2.08 1.69
H: -0.98 0.53 -0.08
H: -1.57 -0.55 -1.46
H: -0.69 -1.94 -2.34

Properties
Frontier orbital gap = 9.71 eV
SMILES = C=C(O)O.C
Net charge = 0
Highest occupied orbital energy = -0.32944 Ha

Computed, not measured: the molecule C3H8O2, with wB97M-V/def2-TZVPD.

Atoms and positions in Å:
O: -0.70 0.40 0.13
O: 0.15 -2.01 0.82
C: 0.68 0.16 0.00
C: -1.28 1.08 -0.97
C: 1.02 -0.91 1.02
H: 2.06 -1.23 0.87
H: 0.91 -0.23 -1.00
H: -1.07 0.56 -1.92
H: -0.70 -1.58 0.68
H: -2.37 1.10 -0.82
H: 0.93 -0.53 2.05
H: 1.29 1.06 0.18
H: -0.91 2.11 -1.04

Properties
Frontier orbital gap = 11.21 eV
SMILES = COCCO
Net charge = 0
Highest occupied orbital energy = -0.37477 Ha

Computed, not measured: the molecule C3H8O2 in a non-equilibrium geometry, with wB97M-V/def2-TZVPD.

Atoms and positions in Å:
O: -1.64 0.36 -1.33
O: 0.68 1.56 -0.32
C: 0.12 0.43 0.31
C: -0.64 -0.41 -0.68
C: 1.21 -0.41 0.94
H: 1.75 0.15 1.70
H: -1.22 -1.17 -0.10
H: 0.77 -1.30 1.39
H: -0.04 1.94 -0.85
H: -2.25 -0.23 -0.89
H: -0.03 -0.95 -1.40
H: 1.90 -0.72 0.15
H: -0.61 0.76 1.08

Properties
Frontier orbital gap = 10.94 eV
SMILES = C[C@@H](O)CO
Net charge = 0
Highest occupied orbital energy = -0.37366 Ha

Computed, not measured: a 2-piece molecular cluster, C3H8O2 overall in a non-equilibrium geometry, with wB97M-V/def2-TZVPD.

Atoms and positions in Å:
O: 1.61 0.63 -0.22
O: -1.43 -1.41 0.16
C: -1.28 -0.27 0.52
C: -2.00 0.82 -0.20
C: 2.19 -0.67 0.08
H: -1.52 1.23 -1.09
H: -0.58 -0.02 1.32
H: 1.16 0.50 -1.05
H: -2.23 1.69 0.43
H: 2.92 -0.53 0.88
H: 1.41 -1.30 0.50
H: -2.95 0.38 -0.53
H: 2.70 -1.07 -0.79

Properties
Frontier orbital gap = 10.85 eV
SMILES = CC=O.CO
Net charge = 0
Highest occupied orbital energy = -0.36532 Ha

Computed, not measured: the molecule C3H8O2, with wB97M-V/def2-TZVPD.

Atoms and positions in Å:
O: -0.90 1.45 -0.98
O: -1.37 -0.99 0.14
C: 0.30 1.31 -0.28
C: 0.01 -1.11 0.51
C: 0.85 -0.13 -0.30
H: 0.13 -0.92 1.58
H: -1.91 -1.20 0.91
H: 0.35 -2.14 0.31
H: 0.93 -0.46 -1.34
H: 1.03 1.97 -0.76
H: 0.21 1.65 0.77
H: -1.46 0.71 -0.69
H: 1.86 -0.13 0.13

Properties
Frontier orbital gap = 10.63 eV
SMILES = OCCCO
Net charge = 0
Highest occupied orbital energy = -0.36361 Ha

Computed, not measured: a 2-piece molecular cluster, C3H8O2 overall in a non-equilibrium geometry, with wB97M-V/def2-TZVPD.

Atoms and positions in Å:
O: -1.28 0.02 -1.49
O: -0.27 0.91 0.74
C: -0.04 -0.30 1.38
C: -0.91 0.83 -2.28
C: 1.23 -0.91 0.79
H: 1.42 -1.91 1.17
H: 2.11 -0.30 1.03
H: -0.89 -0.95 1.26
H: 1.18 -0.94 -0.29
H: 0.08 0.89 -2.76
H: 0.21 -0.04 2.42
H: -1.23 1.06 0.63
H: -1.61 1.64 -2.63

Properties
Frontier orbital gap (spin up / spin down) = 11.60 / 4.83 eV
2S+1 = 2
Net charge = +1
Highest occupied orbital energy (spin up / spin down) = -0.56970 / -0.54162 Ha

Computed, not measured: a 2-piece molecular cluster, C3H8O2S overall in a non-equilibrium geometry, with wB97M-V/def2-TZVPD.

Atoms and positions in Å:
S: 1.67 1.94 1.64
O: -0.99 -3.00 -3.70
O: -1.52 -1.69 0.08
C: -0.23 0.19 0.81
C: 0.40 1.49 0.37
C: -1.30 -0.47 -0.08
H: -1.89 0.27 -0.65
H: -0.75 0.40 1.78
H: -1.11 -3.23 -2.80
H: 2.50 2.52 0.78
H: 0.90 1.49 -0.60
H: -0.09 -2.67 -3.87
H: 0.51 -0.58 1.02
H: -0.30 2.32 0.25

Properties
Frontier orbital gap (spin up / spin down) = 2.87 / 6.80 eV
2S+1 = 2
Net charge = -1
Highest occupied orbital energy (spin up / spin down) = 0.01221 / -0.13500 Ha

Computed, not measured: a 2-piece molecular cluster, C3H8O2S overall in a non-equilibrium geometry, with wB97M-V/def2-TZVPD.

Atoms and positions in Å:
S: -1.84 -1.21 -0.31
O: -0.46 1.64 2.14
O: 0.00 2.15 -0.01
C: -0.06 -1.28 0.18
C: -0.30 2.45 1.27
C: 0.99 -1.21 -0.91
H: -1.54 -1.05 -1.58
H: 0.96 -1.90 -1.74
H: 0.98 -0.19 -1.34
H: 0.10 -0.49 0.90
H: -0.05 -2.32 0.57
H: -0.40 3.53 1.45
H: -0.31 1.25 -0.18
H: 1.94 -1.37 -0.43

Properties
Frontier orbital gap = 10.07 eV
SMILES = O=CO.CCS
Net charge = 0
Highest occupied orbital energy = -0.34112 Ha

Computed, not measured: a 2-piece molecular cluster, C3H8O2S overall in a non-equilibrium geometry, with wB97M-V/def2-TZVPD.

Atoms and positions in Å:
S: -2.49 -2.54 -0.83
O: 3.85 2.63 0.65
O: 3.48 1.20 2.32
C: -1.93 0.17 -1.13
C: 3.23 2.36 1.64
C: -2.94 -0.89 -1.48
H: -1.89 0.31 -0.05
H: -2.12 0.96 -1.86
H: 3.76 0.60 1.63
H: -2.98 -0.99 -2.57
H: -3.06 -3.27 -1.75
H: -0.93 -0.13 -1.48
H: -3.90 -0.63 -1.07
H: 2.49 3.03 2.08

Properties
Frontier orbital gap = 9.69 eV
SMILES = O=CO.CCS
Net charge = 0
Highest occupied orbital energy = -0.33259 Ha

Computed, not measured: a 2-piece molecular cluster, C3H8O2S2 overall in a non-equilibrium geometry, with wB97M-V/def2-TZVPD.

Atoms and positions in Å:
S: 4.08 0.58 0.23
S: 2.47 0.00 -0.59
O: 1.25 0.14 0.11
O: 2.62 -1.56 -1.11
C: -1.23 0.35 0.80
C: -1.64 -0.87 1.18
C: -1.82 1.01 -0.41
H: -1.82 0.31 -1.23
H: -2.85 1.14 -0.03
H: 2.32 -2.27 -0.46
H: 2.16 0.60 -1.96
H: -1.15 -1.27 2.12
H: -0.45 1.00 1.28
H: -1.41 2.07 -0.64
H: -2.53 -1.23 0.69

Properties
Frontier orbital gap = 8.89 eV
SMILES = O=[S@H](O)=S.C=CC
Net charge = 0
Highest occupied orbital energy = -0.33065 Ha

Computed, not measured: a 2-piece molecular cluster, C3H8O2S2 overall in a non-equilibrium geometry, with wB97M-V/def2-TZVPD.

Atoms and positions in Å:
S: -2.80 0.70 -0.69
S: -1.71 -1.81 0.28
O: -1.02 0.60 1.46
O: 0.96 -1.54 -0.65
C: 1.42 -0.33 -0.72
C: 1.92 0.57 0.38
C: -1.46 -0.03 0.31
H: 1.13 0.22 -1.76
H: -1.52 1.41 1.68
H: -1.93 1.31 -1.49
H: 1.02 0.82 0.90
H: 2.23 1.54 -0.05
H: 2.67 0.17 1.04
H: 1.00 -1.92 0.26
H: -1.93 -1.73 -0.95

Properties
Frontier orbital gap (spin up / spin down) = 6.24 / 7.95 eV
Net charge = 0
Highest occupied orbital energy (spin up / spin down) = -0.22626 / -0.27116 Ha

Computed, not measured: a 2-piece molecular cluster, C3H8O2Si overall in a non-equilibrium geometry, with wB97M-V/def2-TZVPD.

Atoms and positions in Å:
Si: 2.70 -0.12 0.10
O: 2.30 0.43 -1.26
O: -0.24 -1.19 0.67
C: -0.94 -0.23 -0.09
C: -1.36 0.98 0.76
C: -1.29 -0.29 -1.40
H: -0.85 -1.10 -1.97
H: 3.29 0.81 1.14
H: -1.59 0.62 -1.85
H: -1.33 1.80 0.14
H: -0.82 1.02 1.66
H: -0.19 -2.05 0.17
H: 2.73 -1.35 0.77
H: -2.42 0.68 1.15

Properties
Frontier orbital gap = 8.86 eV
SMILES = O=[SiH2].C=C(C)O
Net charge = 0
Highest occupied orbital energy = -0.32838 Ha

Computed, not measured: a 2-piece molecular cluster, C3H8O3 overall in a non-equilibrium geometry, with wB97M-V/def2-TZVPD.

Atoms and positions in Å:
O: 3.39 -3.02 -3.04
O: -0.80 0.37 0.81
O: 4.81 -2.00 -1.65
C: 3.79 -2.02 -2.55
C: -3.02 1.41 1.09
C: -1.74 0.93 1.76
H: -2.99 2.46 0.81
H: -1.31 0.28 -0.01
H: -1.97 0.11 2.44
H: 4.65 -1.27 -1.04
H: -3.15 0.93 0.12
H: -3.84 1.16 1.75
H: -1.20 1.70 2.31
H: 3.37 -1.04 -2.80

Properties
Frontier orbital gap = 10.91 eV
SMILES = O=CO.CCO
Net charge = 0
Highest occupied orbital energy = -0.37980 Ha

Computed, not measured: C3H8O3 as an isolated structure in a non-equilibrium geometry, with wB97M-V/def2-TZVPD.

Atoms and positions in Å:
O: -0.06 1.61 0.59
O: -0.22 0.18 1.04
O: 2.05 0.21 0.61
C: -1.78 0.66 0.33
C: 0.68 -0.89 -1.05
C: 0.96 -0.59 0.41
H: -2.17 -0.34 0.47
H: -1.73 0.95 -0.71
H: 1.02 -1.48 1.03
H: 0.57 0.05 -1.60
H: 1.51 -1.46 -1.46
H: -2.24 1.39 0.99
H: -0.24 -1.47 -1.16
H: 1.67 1.17 0.51

Properties
Frontier orbital gap = 9.57 eV
Net charge = 0
Highest occupied orbital energy = -0.33369 Ha